Record 1
This record from the Open Molecules 2025 dataset describes a 2-piece molecular cluster, C11H13BFN2O overall. The level of theory is the ωB97M-V functional and the def2-TZVPD basis.

Structure (XYZ):
```
29
Properties=species:S:1:pos:R:3:nbo_charge:R:1
N 1.20 -2.60 1.36 -1.0758
B 0.35 -1.85 0.43 1.0667
O 0.94 -1.07 -0.51 -0.8374
C -1.24 -1.99 0.53 -0.2016
C -1.99 -1.26 1.44 -0.2288
C -3.32 -1.45 1.49 0.0943
N -3.89 -2.32 0.66 -0.4193
C -3.20 -3.04 -0.22 0.0919
C -1.87 -2.90 -0.30 -0.2346
H 0.76 -2.56 2.28 0.3780
H 1.16 -3.58 1.07 0.3984
H 0.45 -1.07 -1.34 0.5057
H -1.50 -0.54 2.08 0.2575
H -3.93 -0.91 2.19 0.2528
H -4.89 -2.44 0.70 0.4500
H -3.72 -3.75 -0.85 0.2526
H -1.28 -3.48 -0.99 0.2511
F 1.83 5.69 -1.34 -0.3163
C 2.00 4.38 -1.09 0.4045
C 0.93 3.65 -0.60 -0.2879
C 1.11 2.30 -0.34 -0.2048
C 2.33 1.69 -0.57 -0.2416
C 3.40 2.44 -1.06 -0.1852
C 3.23 3.79 -1.32 -0.2755
H -0.02 4.14 -0.43 0.2279
H 0.28 1.71 0.03 0.1926
H 2.47 0.64 -0.36 0.2258
H 4.36 1.98 -1.23 0.2224
H 4.04 4.40 -1.71 0.2365
```

Results
LUMO level ... -4.72 eV
E_HOMO ... -11.107 eV
Orbital gap ... 6.4 eV
E_tot ... -20034.6267 eV
Charge ... +1

Record 2
This record from the Open Molecules 2025 dataset describes the molecule C4H2FNO. The level of theory is the ωB97M-V functional and the def2-TZVPD basis.

Structure (XYZ):
```
9
Properties=species:S:1:pos:R:3:nbo_charge:R:1
C 0.27 0.48 1.33 0.3848
C -0.11 0.11 0.13 -0.3602
C -1.21 0.88 -0.45 0.4126
C 0.44 -0.91 -0.69 0.2634
H -0.17 1.34 1.95 0.1950
H -1.76 1.60 0.24 0.1275
N 0.92 -1.76 -1.31 -0.2445
O -1.60 0.71 -1.60 -0.4862
F 1.33 0.04 1.99 -0.2925
```

Results
LUMO level ... -0.56 eV
SMILES string ... N#C/C(C=O)=C\F
E_HOMO ... -10.935 eV
Relative energy (zero: lowest compared OMol25 entry of this formula, charge and spin) ... 0.208 eV
Orbital gap ... 10.4 eV
E_tot ... -10433.5471 eV

Record 3
This record from the Open Molecules 2025 dataset describes the molecule C14H18N2O4. The level of theory is the ωB97M-V functional and the def2-TZVPD basis.

Structure (XYZ):
```
38
Properties=species:S:1:pos:R:3:nbo_charge:R:1
C -2.90 -0.86 0.67 -0.1465
C -1.54 -1.33 0.17 0.6786
C -4.11 -1.71 0.07 -0.3855
C -4.57 -0.92 -1.16 -0.4230
C -4.43 0.50 -0.63 -0.2145
C -0.33 0.83 0.78 -0.1519
C -0.45 2.19 -0.15 0.8018
C 1.00 0.75 1.52 -0.4237
C 2.25 0.26 0.77 -0.0656
C 2.57 -1.07 0.89 -0.2135
C 3.02 1.15 0.04 -0.1797
C 3.69 -1.57 0.26 -0.2568
C 4.21 0.63 -0.52 -0.2670
C 4.49 -0.76 -0.49 0.2800
H -3.54 1.17 1.05 0.3936
H -3.00 -0.86 1.67 0.2166
H -4.88 -1.60 0.78 0.1953
H -3.92 -2.75 0.10 0.2461
H -4.00 -0.99 -2.04 0.2185
H -5.59 -1.06 -1.42 0.2245
H -4.27 1.23 -1.42 0.2106
H -5.28 0.90 -0.12 0.1887
H 0.34 -0.77 -0.34 0.4170
H -1.10 1.03 1.48 0.2022
H 0.78 0.06 2.34 0.2041
H 1.19 1.72 2.02 0.2386
H 1.95 -1.70 1.56 0.2220
H 2.73 2.15 -0.17 0.2444
H 4.01 -2.63 0.24 0.2281
H 4.86 1.31 -1.09 0.2054
H 5.74 -0.52 -1.83 0.4774
H -2.21 1.37 -0.41 0.4981
N -3.20 0.53 0.29 -0.6407
N -0.53 -0.36 -0.01 -0.6388
O -1.34 -2.47 -0.13 -0.5842
O 0.36 3.05 -0.12 -0.6141
O 5.63 -1.21 -1.15 -0.6673
O -1.57 2.16 -0.80 -0.7189
```

Results
LUMO level ... 0.25 eV
SMILES string ... O=C(O)[C@H](Cc1ccc(O)cc1)NC(=O)[C@@H]1CCCN1
E_HOMO ... -8.637 eV
Relative energy (zero: lowest compared OMol25 entry of this formula, charge and spin) ... 1.818 eV
Orbital gap ... 8.9 eV
E_tot ... -25979.9272 eV

Record 4
This record from the Open Molecules 2025 dataset describes the molecule C7H16N2. The level of theory is the ωB97M-V functional and the def2-TZVPD basis.

Structure (XYZ):
```
25
Properties=species:S:1:pos:R:3:nbo_charge:R:1
C 0.59 1.02 -0.23 -0.0404
C -0.72 0.21 -0.17 -0.3928
C -0.81 -0.84 0.95 -0.4829
C 1.79 0.10 -0.43 -0.6110
C 0.50 1.98 -1.42 -0.5988
C 0.77 1.85 1.05 -0.6089
C -1.04 -2.22 0.37 0.4548
N -2.27 -2.39 -0.21 -0.8227
N -0.21 -3.18 0.32 -0.7313
H -2.49 -3.33 -0.49 0.3991
H -3.03 -1.81 0.09 0.3807
H 0.70 -2.96 0.69 0.3385
H -1.55 0.92 -0.07 0.2030
H -0.85 -0.29 -1.14 0.2175
H 0.10 -0.86 1.54 0.2171
H -1.63 -0.60 1.63 0.2154
H 2.69 0.68 -0.59 0.2098
H 1.63 -0.55 -1.29 0.2133
H 1.96 -0.53 0.44 0.2012
H 0.40 1.42 -2.35 0.2080
H 1.40 2.59 -1.49 0.2066
H -0.36 2.64 -1.32 0.2049
H 0.83 1.21 1.93 0.2040
H 1.68 2.44 0.99 0.2096
H -0.07 2.53 1.19 0.2054
```

Results
LUMO level ... 0.79 eV
SMILES string ... [H]/N=C(/N)CCC(C)(C)C
E_HOMO ... -9.128 eV
Relative energy (zero: lowest compared OMol25 entry of this formula, charge and spin) ... 0.000 eV
Orbital gap ... 9.9 eV
E_tot ... -10499.2574 eV

Record 5
This record from the Open Molecules 2025 dataset describes a 2-piece molecular cluster, CH3IOS2 overall. The level of theory is the ωB97M-V functional and the def2-TZVPD basis.

Structure (XYZ):
```
8
Properties=species:S:1:pos:R:3:nbo_charge:R:1
C -1.83 -0.28 -0.24 -0.7075
O 1.94 1.23 -0.70 -0.8153
S 2.85 0.03 1.73 -0.2346
S 3.16 0.81 0.01 1.0408
I -0.05 -1.37 0.29 0.0408
H -2.45 -0.83 -0.83 0.2063
H -2.29 0.01 0.71 0.2334
H -1.34 0.39 -0.96 0.2362
```

Results
LUMO level ... -1.93 eV
E_HOMO ... -8.943 eV
Relative energy (zero: lowest compared OMol25 entry of this formula, charge and spin) ... 0.934 eV
Orbital gap ... 7.0 eV
E_tot ... -32902.8858 eV

Record 6
This record from the Open Molecules 2025 dataset describes the molecule C19H38O2. The level of theory is the ωB97M-V functional and the def2-TZVPD basis.

Structure (XYZ):
```
59
Properties=species:S:1:pos:R:3:nbo_charge:R:1
C -9.00 -2.01 -0.77 -0.5996
C -8.26 -0.78 -0.27 -0.3871
C -6.83 -1.11 0.16 -0.3860
C -6.09 0.12 0.67 -0.3941
C -4.65 -0.21 1.08 -0.3936
C -3.92 0.97 1.73 -0.3920
C -3.76 2.21 0.85 -0.3926
C -3.02 1.97 -0.47 -0.3926
C -1.57 1.52 -0.28 -0.4013
C -0.84 1.40 -1.62 -0.3836
C 0.65 1.10 -1.47 -0.3844
C 0.94 -0.27 -0.87 -0.3922
C 2.44 -0.57 -0.87 -0.3926
C 2.75 -1.93 -0.23 -0.3799
H 2.43 -1.92 0.82 0.2138
H 2.19 -2.71 -0.75 0.2025
C 4.24 -2.25 -0.28 -0.4978
C 5.02 -1.25 0.54 0.8076
O 4.89 -1.10 1.73 -0.6137
O 5.87 -0.56 -0.22 -0.5152
C 6.67 0.45 0.42 0.0867
C 7.93 0.62 -0.42 -0.6179
H 7.66 0.96 -1.42 0.2096
H 8.58 1.36 0.04 0.2141
H 8.46 -0.32 -0.50 0.2173
C 5.87 1.74 0.53 -0.6315
H 6.47 2.52 0.98 0.2147
H 4.99 1.58 1.15 0.2257
H 5.55 2.06 -0.46 0.2083
H 6.92 0.09 1.43 0.1991
H 4.61 -2.23 -1.31 0.2198
H 4.41 -3.24 0.14 0.2337
H 2.97 0.21 -0.32 0.1961
H 2.81 -0.57 -1.90 0.1940
H 0.58 -0.30 0.16 0.1977
H 0.42 -1.04 -1.44 0.1924
H 1.11 1.88 -0.86 0.1932
H 1.11 1.15 -2.46 0.1974
H -1.31 0.61 -2.21 0.1923
H -0.96 2.33 -2.17 0.1974
H -1.55 0.56 0.23 0.1960
H -1.05 2.25 0.34 0.1935
H -3.03 2.90 -1.04 0.1998
H -3.55 1.22 -1.07 0.1927
H -4.75 2.61 0.62 0.1996
H -3.22 2.96 1.42 0.1997
H -2.93 0.63 2.05 0.1993
H -4.47 1.27 2.63 0.1997
H -4.10 -0.55 0.21 0.1923
H -4.67 -1.03 1.80 0.2007
H -6.08 0.88 -0.11 0.1937
H -6.62 0.54 1.53 0.1933
H -6.85 -1.87 0.94 0.1916
H -6.29 -1.53 -0.70 0.1917
H -8.80 -0.36 0.59 0.1924
H -8.24 -0.02 -1.05 0.1923
H -8.48 -2.44 -1.63 0.1996
H -10.01 -1.76 -1.07 0.2068
H -9.05 -2.77 0.00 0.1998
```

Results
LUMO level ... 0.98 eV
SMILES string ... CCCCCCCCCCCCCCCC(=O)OC(C)C
E_HOMO ... -10.214 eV
Relative energy (zero: lowest compared OMol25 entry of this formula, charge and spin) ... 0.257 eV
Orbital gap ... 11.2 eV
E_tot ... -24416.0206 eV

> The lowest E_tot belongs to which entry?

CH3IOS2